(1)
153
Properties=species:S:1:pos:R:3:lowdin_charge:R:1 method="wB97M-V/def2-TZVPD" de_lowest_kj_mol=231.4 lumo_energy_ev=0.10 charge=-1
Bi -1.3026 -0.2536 -0.3490 1.970
C -4.5019 -0.3705 6.6118 -0.051
C -5.4008 -1.1128 5.6120 -0.562
C -6.6597 -0.2726 5.3497 -0.053
C -5.8318 -2.4348 6.2457 -0.075
C -4.6341 -1.3202 4.3031 -0.180
C -4.1724 -0.2245 3.5947 -0.074
C -3.4118 -0.3949 2.4518 -0.377
Se -2.9652 1.1395 1.4052 1.201
C -1.6405 1.9665 2.4916 -0.389
C -2.0477 2.9152 3.4201 -0.080
C -1.1161 3.5746 4.1998 -0.189
C 0.2300 3.3017 3.9210 0.008
C 0.6760 2.3900 2.9744 -0.079
C -0.2939 1.6030 2.2699 -0.386
O 0.0313 0.5982 1.5086 -0.295
C 2.1785 2.2076 2.7122 -0.526
C 3.0106 3.3228 3.3519 -0.078
C 2.4617 2.2477 1.2017 -0.059
C 2.6368 0.8634 3.2924 -0.039
C -1.4963 4.5594 5.3087 -0.563
C -0.9036 4.0828 6.6424 -0.055
C -0.9487 5.9579 4.9858 -0.055
C -3.0136 4.6628 5.4720 -0.073
C -3.0569 -1.6575 1.9444 -0.355
O -2.2025 -1.8164 0.9461 -0.326
C -3.6686 -2.7809 2.5623 -0.079
C -4.4004 -2.5733 3.7293 0.021
C -3.6046 -4.1700 1.9073 -0.528
C -4.1996 -4.0738 0.4901 -0.030
C -4.4088 -5.2075 2.6908 -0.081
C -2.1588 -4.6781 1.8119 -0.054
H -5.0552 -0.1394 7.5293 0.080
H -3.6357 -0.9837 6.8754 0.089
H -4.1299 0.5668 6.1902 0.071
H -7.2265 -0.1286 6.2766 0.078
H -6.4041 0.7137 4.9516 0.076
H -7.3056 -0.7697 4.6202 0.089
H -6.3503 -2.2342 7.1890 0.080
H -6.5171 -2.9884 5.5964 0.085
H -4.9703 -3.0740 6.4624 0.086
H -4.3916 0.7886 3.9216 0.100
H -3.1069 3.1231 3.5090 0.088
H 0.9757 3.8583 4.4767 0.089
H 2.6430 4.3110 3.0584 0.087
H 3.0136 3.2654 4.4447 0.078
H 4.0468 3.2332 3.0122 0.079
H 2.1075 3.1965 0.7835 0.097
H 3.5391 2.1608 1.0184 0.084
H 1.9404 1.4399 0.6861 0.053
H 2.5226 0.8595 4.3808 0.090
H 2.0302 0.0570 2.8878 0.049
H 3.6892 0.6716 3.0505 0.083
H 0.1877 4.0292 6.5975 0.075
H -1.1787 4.7690 7.4519 0.078
H -1.2770 3.0846 6.8902 0.088
H 0.1425 5.9473 4.9049 0.075
H -1.3509 6.3139 4.0326 0.088
H -1.2239 6.6730 5.7708 0.078
H -3.4559 3.6839 5.6850 0.080
H -3.2521 5.3313 6.3049 0.080
H -3.4880 5.0625 4.5698 0.086
H -4.8162 -3.4431 4.2185 0.079
H -5.2343 -3.7219 0.5349 0.092
H -3.6280 -3.3878 -0.1380 0.071
H -4.1873 -5.0607 0.0117 0.084
H -5.4638 -4.9289 2.7764 0.085
H -4.3576 -6.1615 2.1585 0.081
H -4.0042 -5.3640 3.6957 0.083
H -1.5643 -3.9994 1.2077 0.036
H -1.7072 -4.7541 2.8070 0.094
H -2.1395 -5.6684 1.3437 0.088
C -0.1378 3.6425 -7.0451 -0.070
C -0.3752 2.1885 -6.6602 -0.188
N -0.3240 1.9626 -5.2145 -0.018
C -1.4892 1.8133 -4.5264 0.037
C -1.5996 1.7788 -3.1804 -0.058
C -2.9750 1.5766 -2.6030 -0.621
O -3.9240 2.0805 -3.1969 0.034
O -3.0130 0.8523 -1.5530 -0.234
C -0.4439 2.0381 -2.3751 -0.356
O -0.4204 2.1321 -1.1372 -0.061
C 0.8185 2.1611 -3.1160 -0.065
C 1.9913 2.2808 -2.3751 0.094
C 3.1809 2.2813 -3.0239 -0.207
F 4.3486 2.3836 -2.3302 0.058
C 3.2604 2.1185 -4.4057 -0.224
C 2.1063 2.0388 -5.1466 0.040
C 0.8607 2.0748 -4.5084 -0.136
N 4.5303 1.9320 -5.0390 -0.052
C 5.1882 0.7030 -4.5926 -0.168
C 6.2635 0.3521 -5.5868 -0.078
N 7.2401 1.5139 -5.6354 0.057
C 6.5458 2.8117 -5.9947 -0.092
C 5.4454 3.0554 -4.9832 -0.154
H -0.1560 3.7579 -8.1314 0.073
H 0.8252 3.9973 -6.6741 0.064
H -0.9184 4.2731 -6.6158 0.082
H 0.3393 1.5301 -7.1554 0.113
H -1.3663 1.8811 -6.9813 0.120
H -2.3851 1.6937 -5.1245 0.149
H 1.9296 2.3229 -1.2939 0.109
H 2.1983 1.8911 -6.2160 0.122
H 4.4791 -0.1181 -4.5302 0.094
H 5.6323 0.8177 -3.5903 0.140
H 5.8501 0.2395 -6.5865 0.138
H 6.8113 -0.5456 -5.3083 0.137
H 7.9993 1.3211 -6.2813 0.171
H 7.6362 1.6147 -4.7018 0.173
H 6.1263 2.6829 -6.9880 0.135
H 7.2885 3.6058 -6.0015 0.129
H 4.9255 3.9775 -5.2348 0.144
H 5.8945 3.1822 -3.9866 0.127
O -3.0007 -1.5604 -3.8256 0.066
C -2.0531 -1.8515 -3.1040 -0.615
O -2.0906 -1.9188 -1.8088 -0.213
C -0.7652 -2.1896 -3.8235 -0.051
C -0.7052 -3.2909 -4.6067 0.059
C 0.4581 -3.5751 -5.3698 -0.150
C 1.5141 -2.7102 -5.3788 0.051
C 1.4766 -1.5660 -4.5765 -0.037
C 0.3480 -1.2487 -3.7087 -0.271
O 0.2662 -0.2391 -2.9780 -0.030
N 2.5973 -0.6674 -4.7233 -0.274
O 3.2585 -0.7100 -5.7707 0.015
O 2.8760 0.1315 -3.8358 -0.022
N 0.5247 -4.7794 -6.1820 -0.367
O -0.4204 -5.5495 -6.1359 0.056
O 1.5141 -4.9698 -6.8774 0.031
H -1.5564 -3.9558 -4.6738 0.134
H 2.3815 -2.9113 -5.9849 0.119
C 2.4163 -1.6741 -0.2256 -0.157
N 1.0498 -2.1096 0.0695 -0.105
C 0.8118 -3.4109 -0.5813 -0.154
N 1.7612 -4.4345 -0.1180 -0.078
C 3.1148 -3.9478 -0.4152 -0.182
N 3.4138 -2.6603 0.2303 -0.083
C 3.2411 -2.8426 1.6786 -0.179
N 1.8959 -3.3013 2.0351 -0.074
C 0.9310 -2.3058 1.5356 -0.167
C 1.6390 -4.5659 1.3369 -0.173
H 2.5982 -0.7243 0.2861 0.119
H 2.5188 -1.5160 -1.2951 0.116
H 0.9401 -3.3004 -1.6525 0.117
H -0.2133 -3.7278 -0.3936 0.118
H 3.2241 -3.8371 -1.4967 0.120
H 3.8376 -4.6878 -0.0625 0.116
H 3.4306 -1.8896 2.1765 0.111
H 3.9699 -3.5764 2.0301 0.117
H 1.1005 -1.3542 2.0257 0.085
H -0.0793 -2.6351 1.7671 0.104
H 0.6311 -4.9034 1.5772 0.108
H 2.3554 -5.3145 1.6830 0.118

(2)
140
Properties=species:S:1:pos:R:3:lowdin_charge:R:1 method="wB97M-V/def2-TZVPD" de_lowest_kj_mol=278.0 smiles="O=C1OC[C@@H](F)O1.O=C1OC[C@@H](F)O1.O=C1OC[C@@H](F)O1.O=C1OC[C@@H](F)O1.O=C1OC[C@@H](F)O1.O=C1OC[C@@H](F)O1.COCCOCCOC.COCCOCCOC.COCCOCCOC.c1ccncc1" lumo_energy_ev=-0.37 charge=0
C -14.6558 -24.9133 -3.0707 -0.023
C -13.3007 -25.4850 -3.2938 -0.374
O -13.2689 -25.8787 -4.6046 0.164
C -14.3961 -25.5142 -5.2451 -0.559
O -14.5951 -25.7284 -6.4137 0.169
O -15.1343 -24.8283 -4.4121 0.108
F -13.2696 -26.6151 -2.5960 0.075
H -14.4918 -23.9447 -2.5986 0.124
H -15.2991 -25.5386 -2.4516 0.151
H -12.4187 -24.9552 -2.9341 0.149
C -13.7167 -19.3763 2.4095 -0.041
C -12.4905 -19.6090 3.3098 -0.308
O -12.3558 -18.3142 3.8426 0.137
C -12.7626 -17.4080 2.9575 -0.509
O -12.6243 -16.2027 2.9919 0.160
O -13.4920 -18.0311 1.9374 0.040
F -11.3928 -20.0115 2.6617 0.087
H -14.6532 -19.4945 2.9545 0.113
H -13.8398 -19.9895 1.5168 0.116
H -12.7673 -20.3447 4.0650 0.150
C -9.5614 -26.3304 -4.2048 -0.063
C -9.0400 -24.9546 -4.6777 -0.254
O -9.6909 -24.9303 -5.9189 0.128
C -9.9894 -26.1646 -6.3422 -0.598
O -10.4207 -26.3760 -7.4713 0.134
O -9.9515 -26.9774 -5.3737 0.121
F -7.6770 -24.9082 -4.8702 0.065
H -10.2947 -26.3283 -3.3985 0.123
H -8.7424 -26.9547 -3.8476 0.125
H -9.2933 -24.1623 -3.9734 0.149
C -12.2088 -17.7971 -1.8649 -0.049
C -11.9118 -16.7319 -0.8265 -0.314
O -13.1105 -16.0137 -0.7924 0.156
C -13.8683 -16.2657 -1.8622 -0.508
O -15.0246 -15.8191 -2.0338 0.117
O -13.2537 -17.1887 -2.5879 0.099
F -10.8244 -16.0227 -1.1738 0.081
H -12.2799 -18.7947 -1.4315 0.117
H -11.3863 -17.9042 -2.5721 0.128
H -11.7352 -17.2086 0.1377 0.155
C -13.6735 -22.6882 -7.2873 -0.096
C -12.4440 -22.1806 -6.7394 -0.452
O -11.7765 -21.8823 -7.8871 0.176
C -12.6702 -21.4148 -8.7785 -0.548
O -12.5147 -20.7091 -9.7667 0.149
O -13.7884 -21.8906 -8.3785 0.130
F -11.7404 -22.9625 -5.9808 0.132
H -14.5034 -22.4078 -6.6388 0.154
H -13.7124 -23.7576 -7.4947 0.147
H -12.7199 -21.3351 -6.1092 0.153
C -6.0697 -20.8355 -2.7357 -0.052
C -7.0823 -21.9218 -2.9818 -0.270
O -6.3940 -23.1004 -2.5869 0.131
C -5.0853 -22.9042 -2.6523 -0.519
O -4.2257 -23.7397 -2.3816 0.136
O -4.8576 -21.5828 -2.8862 0.075
F -7.2935 -22.0655 -4.3420 0.058
H -6.1329 -20.4436 -1.7205 0.119
H -6.1418 -20.0178 -3.4527 0.138
H -7.9691 -21.5472 -2.4705 0.138
C -8.0862 -22.2608 1.1889 -0.115
O -8.1247 -21.4050 0.1154 -0.200
C -8.6044 -20.0720 0.3837 -0.145
C -7.9120 -18.9344 -0.4026 -0.144
O -8.3109 -19.0601 -1.7742 -0.158
C -8.3339 -17.8698 -2.4954 -0.192
C -8.4859 -17.9936 -4.0184 -0.202
O -9.5623 -18.8147 -4.2973 -0.195
C -9.9544 -18.8612 -5.6182 -0.098
H -9.0412 -22.3963 1.6964 0.077
H -7.4442 -21.8990 1.9920 0.094
H -7.6569 -23.1958 0.8290 0.082
H -8.3981 -19.8995 1.4400 0.124
H -9.6733 -19.9753 0.1936 0.107
H -6.8264 -18.9782 -0.3144 0.123
H -8.2601 -17.9709 -0.0304 0.130
H -7.4196 -17.3012 -2.3258 0.134
H -9.1800 -17.2831 -2.1375 0.102
H -7.5455 -18.3478 -4.4404 0.120
H -8.6927 -17.0005 -4.4173 0.133
H -10.7416 -19.6007 -5.7653 0.084
H -9.1374 -18.9837 -6.3293 0.098
H -10.3233 -17.8663 -5.8674 0.092
C -8.0012 -30.2617 -4.9948 -0.139
O -8.0382 -29.6020 -3.8015 -0.161
C -9.2767 -29.6827 -3.0928 -0.189
C -9.0165 -29.2040 -1.6855 -0.170
O -8.7371 -27.7872 -1.7898 -0.172
C -8.4543 -27.1365 -0.4894 -0.140
C -8.3942 -25.6443 -0.6488 -0.190
O -9.5011 -25.1000 -1.3390 -0.200
C -10.7427 -25.1570 -0.6136 -0.069
H -7.1340 -30.1004 -5.6352 0.090
H -8.6919 -29.8798 -5.7466 0.091
H -8.0598 -31.3132 -4.7136 0.095
H -9.8530 -30.6077 -3.0745 0.130
H -10.0070 -28.9833 -3.4998 0.116
H -8.1879 -29.7189 -1.1993 0.129
H -9.9262 -29.3585 -1.1054 0.124
H -7.4652 -27.5587 -0.3121 0.125
H -8.9010 -27.6078 0.3861 0.122
H -7.5630 -25.2289 -1.2187 0.131
H -8.2081 -25.0928 0.2728 0.101
H -11.5290 -24.5589 -1.0742 0.061
H -10.5168 -24.7787 0.3834 0.083
H -11.1685 -26.1603 -0.6026 0.092
C -14.1251 -18.8733 6.6701 -0.073
O -14.8531 -18.5605 5.4777 -0.207
C -16.1185 -19.1626 5.4061 -0.188
C -16.1733 -20.7349 5.5397 -0.151
O -15.2029 -21.2580 4.6071 -0.140
C -14.9487 -22.5787 4.9816 -0.202
C -14.0913 -23.3481 3.9566 -0.194
O -12.7957 -22.8420 3.8073 -0.179
C -12.1497 -23.4159 2.6846 -0.107
H -13.1786 -18.3369 6.7371 0.093
H -13.9406 -19.9449 6.7465 0.083
H -14.7133 -18.4427 7.4805 0.092
H -16.4017 -18.7994 4.4182 0.123
H -16.7200 -18.6358 6.1469 0.124
H -17.1731 -21.1069 5.3163 0.131
H -15.9191 -20.8490 6.5935 0.114
H -15.8839 -23.0951 5.1977 0.126
H -14.4399 -22.6104 5.9450 0.128
H -14.5412 -23.3096 2.9646 0.125
H -14.0209 -24.3851 4.2847 0.129
H -12.3064 -24.4691 2.4513 0.088
H -11.0852 -23.2017 2.7795 0.085
H -12.5814 -22.9885 1.7795 0.066
N -12.3927 -21.2849 -3.4751 0.088
C -11.1603 -21.6887 -2.9705 -0.103
C -10.9026 -21.7848 -1.6261 -0.085
C -11.9147 -21.5319 -0.7212 -0.089
C -13.2180 -21.2106 -1.1582 -0.069
C -13.4418 -21.2036 -2.5730 -0.122
H -10.3420 -21.7411 -3.6733 0.101
H -9.9143 -22.0784 -1.3043 0.091
H -11.7122 -21.6201 0.3359 0.078
H -14.0592 -20.9797 -0.5214 0.088
H -14.3895 -20.8427 -2.9443 0.103